(A)
{
  "formula": "C6H14N2",
  "method": "ωB97M-V with the def2-TZVPD basis set",
  "multiplicity": 1,
  "orbital_gap_ha": 0.3459,
  "smiles": "C=CN=C.CCNC",
  "elements": ["C", "C", "N", "C", "H", "H", "H", "H", "H", "C", "C", "N", "C", "H", "H", "H", "H", "H", "H", "H", "H", "H"],
  "coordinates": [[3.084, -1.923, 2.060], [2.013, -1.169, 1.838], [1.121, -1.358, 0.773], [1.589, -1.301, -0.402], [3.224, -2.831, 1.487], [3.763, -1.696, 2.868], [1.730, -0.340, 2.480], [0.983, -1.665, -1.224], [2.612, -0.948, -0.554], [-0.883, 1.884, 0.794], [-1.574, 0.874, -0.091], [-1.520, 1.272, -1.497], [-2.261, 0.341, -2.341], [-0.824, 1.520, 1.820], [-1.434, 2.824, 0.760], [0.138, 2.097, 0.473], [-2.630, 0.773, 0.180], [-1.164, -0.141, 0.029], [-0.565, 1.421, -1.789], [-2.243, 0.672, -3.378], [-1.866, -0.682, -2.293], [-3.293, 0.375, -1.993]]
}



(B)
{
  "formula": "C6H14N2",
  "method": "ωB97M-V with the def2-TZVPD basis set",
  "multiplicity": 1,
  "orbital_gap_ha": 0.3154,
  "elements": ["C", "C", "C", "C", "C", "N", "C", "N", "H", "H", "H", "H", "H", "H", "H", "H", "H", "H", "H", "H", "H", "H"],
  "coordinates": [[-0.112, -0.204, 0.255], [-0.255, 0.125, -1.515], [-0.152, -1.727, 0.215], [-1.336, 0.407, 0.912], [-0.476, 1.523, -2.044], [2.148, -0.509, 1.778], [1.287, 0.410, 1.118], [1.190, 0.693, -0.180], [2.189, -1.411, 1.322], [2.023, -0.682, 2.766], [1.293, 1.329, 1.720], [0.482, -0.433, -2.084], [-1.191, -0.433, -1.597], [-0.101, -2.130, 1.228], [-1.085, -2.091, -0.217], [0.694, -2.135, -0.334], [-1.218, 1.484, 1.015], [-2.233, 0.224, 0.317], [-1.514, -0.056, 1.885], [0.442, 2.104, -2.036], [-1.228, 2.048, -1.454], [-0.848, 1.461, -3.070]]
}



(C)
{
  "formula": "C6H14N2",
  "method": "ωB97M-V with the def2-TZVPD basis set",
  "multiplicity": 1,
  "orbital_gap_ha": 0.2888,
  "elements": ["C", "C", "C", "C", "N", "N", "C", "C", "H", "H", "H", "H", "H", "H", "H", "H", "H", "H", "H", "H", "H", "H"],
  "coordinates": [[-0.320, -0.602, -0.423], [-1.790, -0.745, -0.062], [-0.070, -0.730, -1.910], [1.145, 1.858, -0.360], [-0.171, 1.306, -0.057], [-0.027, -0.032, 2.405], [0.650, -1.201, 0.426], [0.709, -0.940, 1.809], [-0.937, 1.869, -0.411], [-0.280, 1.153, 0.972], [0.167, 0.026, 3.399], [1.494, -1.704, -0.028], [1.478, -1.489, 2.365], [-2.124, -1.732, -0.384], [-2.405, 0.000, -0.578], [-1.946, -0.654, 1.010], [0.976, -0.552, -2.159], [-0.687, -0.033, -2.480], [-0.329, -1.741, -2.232], [1.192, 2.180, -1.400], [1.878, 1.063, -0.194], [1.397, 2.699, 0.292]]
}



(D)
{
  "formula": "C6H14N2",
  "method": "ωB97M-V with the def2-TZVPD basis set",
  "multiplicity": 1,
  "orbital_gap_ha": [0.2645, 0.2645],
  "elements": ["C", "C", "C", "C", "C", "C", "N", "N", "H", "H", "H", "H", "H", "H", "H", "H", "H", "H", "H", "H", "H", "H"],
  "coordinates": [[0.094, -0.543, 1.048], [0.470, 0.045, -0.172], [-1.118, -0.813, -2.540], [0.484, 1.526, -0.421], [2.182, -0.103, 1.556], [-1.348, -0.551, -1.079], [-0.727, 0.060, 1.959], [-2.516, -0.529, -0.623], [0.094, -1.626, 1.094], [1.133, -0.551, -0.783], [-0.664, 1.059, 2.072], [-1.297, -0.517, 2.556], [-2.574, -0.398, 0.390], [-0.456, -1.673, -2.665], [-2.057, -1.014, -3.064], [-0.633, 0.045, -3.013], [0.088, 2.120, 0.403], [1.499, 1.877, -0.606], [-0.116, 1.822, -1.282], [2.458, -1.114, 1.848], [2.065, 0.552, 2.417], [2.939, 0.327, 0.904]]
}



Which structure is the least stable? The one labeled (B).



(A)
{
  "formula": "C5H12O2",
  "method": "ωB97M-V with the def2-TZVPD basis set",
  "multiplicity": 1,
  "orbital_gap_ha": 0.3175,
  "elements": ["C", "C", "C", "H", "H", "H", "H", "H", "H", "H", "H", "C", "C", "O", "O", "H", "H", "H", "H"],
  "coordinates": [[0.971, -0.060, -0.533], [1.184, 1.234, -1.284], [1.698, -0.186, 0.784], [1.051, -0.942, -1.161], [-0.227, 0.109, -0.127], [2.220, 1.282, -1.632], [1.481, -1.134, 1.274], [0.521, 1.309, -2.145], [0.990, 2.090, -0.639], [2.775, -0.140, 0.598], [1.421, 0.624, 1.460], [-1.279, -0.751, -0.395], [-1.491, -1.699, 0.503], [-1.749, 1.026, 0.025], [-1.917, 1.064, 1.447], [-2.881, 1.132, 1.501], [-1.537, -0.777, -1.443], [-2.020, -2.600, 0.228], [-1.211, -1.578, 1.538]]
}



(B)
{
  "formula": "C5H12O2",
  "method": "ωB97M-V with the def2-TZVPD basis set",
  "multiplicity": 1,
  "orbital_gap_ha": 0.3458,
  "smiles": "CC/C=C\\O.CO",
  "elements": ["C", "C", "C", "C", "O", "H", "H", "H", "H", "H", "H", "H", "H", "C", "O", "H", "H", "H", "H"],
  "coordinates": [[2.206, 0.051, 1.046], [0.888, 0.734, 1.419], [0.082, 1.260, 0.264], [-1.212, 1.035, 0.069], [-1.912, 0.126, 0.837], [2.036, -0.924, 0.581], [2.788, 0.660, 0.344], [2.819, -0.091, 1.944], [0.272, 0.057, 2.020], [1.110, 1.596, 2.063], [0.579, 1.914, -0.449], [-1.775, 1.509, -0.732], [-2.808, 0.043, 0.494], [-0.917, -1.308, -1.994], [-0.159, -1.658, -0.862], [-1.703, -2.045, -2.215], [-1.391, -0.322, -1.897], [-0.242, -1.253, -2.851], [-0.660, -1.385, -0.080]]
}



(C)
{
  "formula": "C5H12O2",
  "method": "ωB97M-V with the def2-TZVPD basis set",
  "multiplicity": 1,
  "orbital_gap_ha": 0.3434,
  "smiles": "C=CC(=C)C.O.O",
  "elements": ["C", "C", "C", "C", "C", "H", "H", "H", "H", "H", "H", "H", "H", "O", "H", "H", "O", "H", "H"],
  "coordinates": [[-0.171, 0.639, 3.214], [-1.110, 0.955, 2.344], [-1.001, 0.316, 0.967], [-0.037, -0.434, 0.482], [-2.124, 0.809, 0.038], [0.779, 0.125, 3.068], [-0.202, 1.141, 4.186], [-2.049, 1.417, 2.626], [-0.128, -1.115, -0.347], [0.970, -0.539, 0.893], [-1.873, 0.883, -1.021], [-2.237, 1.870, 0.316], [-3.083, 0.300, 0.146], [0.708, -2.369, -2.914], [1.643, -2.236, -3.135], [0.705, -2.967, -2.166], [3.279, 0.276, -3.194], [3.050, -0.223, -2.418], [2.882, 1.151, -3.086]]
}



Which structure is the least stable? The one labeled (A).



(A)
{
  "formula": "C5H12O2",
  "method": "ωB97M-V with the def2-TZVPD basis set",
  "multiplicity": 1,
  "orbital_gap_ha": 0.3408,
  "smiles": "C=C/C=C/C.O.O",
  "elements": ["C", "C", "C", "C", "C", "H", "H", "H", "H", "H", "H", "H", "H", "O", "H", "H", "O", "H", "H"],
  "coordinates": [[0.344, 0.775, 2.093], [0.543, -0.396, 1.469], [1.016, -0.642, 0.095], [1.228, 0.262, -0.887], [1.821, -0.174, -2.197], [-0.437, 0.889, 2.850], [0.519, 1.744, 1.615], [0.191, -1.368, 1.878], [1.389, -1.649, -0.140], [1.049, 1.330, -0.766], [1.312, 0.326, -3.025], [2.849, 0.209, -2.280], [1.970, -1.248, -2.341], [-1.858, 1.346, -0.879], [-1.930, 1.694, 0.019], [-1.641, 0.431, -0.650], [-2.720, -0.981, 0.740], [-2.527, -0.699, 1.641], [-3.119, -1.850, 0.765]]
}



(B)
{
  "formula": "C5H12O2",
  "method": "ωB97M-V with the def2-TZVPD basis set",
  "multiplicity": 1,
  "orbital_gap_ha": 0.3955,
  "smiles": "CCC=O.CCO",
  "elements": ["C", "C", "C", "O", "H", "H", "H", "H", "H", "H", "C", "C", "O", "H", "H", "H", "H", "H", "H"],
  "coordinates": [[0.398, -2.208, 2.253], [0.528, -0.959, 1.376], [-0.832, -0.596, 0.841], [-1.496, 0.339, 1.224], [-0.273, -2.015, 3.095], [-0.009, -3.050, 1.680], [1.371, -2.509, 2.650], [0.921, -0.111, 1.946], [1.203, -1.159, 0.533], [-1.228, -1.283, 0.059], [-0.944, 1.558, -2.013], [0.382, 1.141, -1.393], [1.500, 1.742, -2.016], [-1.170, 2.607, -1.786], [-0.899, 1.440, -3.100], [-1.770, 0.955, -1.622], [0.373, 1.354, -0.314], [0.528, 0.060, -1.514], [1.415, 2.696, -1.899]]
}



(C)
{
  "formula": "C5H12O2",
  "method": "ωB97M-V with the def2-TZVPD basis set",
  "multiplicity": 1,
  "orbital_gap_ha": 0.3228,
  "smiles": "C/C=C(/O)CCO.[H][H]",
  "elements": ["C", "C", "C", "O", "C", "C", "O", "H", "H", "H", "H", "H", "H", "H", "H", "H", "H", "H", "H"],
  "coordinates": [[2.477, -1.429, 0.655], [1.775, -0.194, 1.142], [0.663, 0.363, 0.654], [0.211, 1.528, 1.211], [-0.152, -0.148, -0.508], [-1.643, -0.262, -0.208], [-2.163, 1.061, -0.047], [3.484, -1.191, 0.289], [2.600, -2.159, 1.464], [1.949, -1.931, -0.162], [2.239, 0.332, 1.975], [-0.679, 1.708, 0.865], [0.210, -1.130, -0.824], [-0.035, 0.529, -1.365], [-1.802, -0.850, 0.707], [-2.155, -0.764, -1.039], [-3.055, 1.007, 0.317], [-1.689, 1.994, -3.036], [-1.857, 1.877, -2.320]]
}



(D)
{
  "formula": "C5H12O2",
  "method": "ωB97M-V with the def2-TZVPD basis set",
  "multiplicity": 1,
  "orbital_gap_ha": [0.2853, 0.2852],
  "elements": ["C", "C", "C", "O", "C", "C", "O", "H", "H", "H", "H", "H", "H", "H", "H", "H", "H", "H", "H"],
  "coordinates": [[2.222, -0.058, 0.696], [1.006, 0.146, -0.164], [-0.077, -0.885, -0.066], [-0.408, -1.044, 1.293], [-1.253, -0.585, -0.978], [-1.806, 0.777, -0.537], [-0.696, 1.605, -0.532], [3.021, 0.636, 0.428], [1.998, 0.021, 1.758], [2.582, -1.083, 0.505], [1.222, 0.441, -1.188], [0.721, 1.732, 1.110], [0.426, -1.799, -0.450], [-1.211, -1.574, 1.355], [-1.989, -1.402, -0.988], [-0.865, -0.484, -2.000], [-2.285, 0.669, 0.452], [-2.589, 1.105, -1.242], [-0.020, 1.782, 0.545]]
}



Which structure is the least stable? The one labeled (D).



(A)
{
  "formula": "C5H12O2",
  "method": "ωB97M-V with the def2-TZVPD basis set",
  "multiplicity": 1,
  "orbital_gap_ha": 0.3778,
  "smiles": "CC[C@@H](O)[C@@H](C)O",
  "elements": ["C", "C", "C", "O", "C", "C", "O", "H", "H", "H", "H", "H", "H", "H", "H", "H", "H", "H", "H"],
  "coordinates": [[2.068, 0.963, 0.933], [0.989, -0.052, 1.331], [0.236, -0.694, 0.158], [-0.683, -1.674, 0.561], [-0.771, 0.226, -0.564], [-1.027, -0.224, -1.987], [-2.144, 0.179, 0.414], [2.881, 0.498, 0.360], [1.660, 1.774, 0.318], [2.523, 1.424, 1.818], [1.438, -0.861, 1.923], [0.230, 0.419, 1.964], [1.019, -1.096, -0.537], [-1.522, -1.034, 0.788], [-0.651, 1.285, -0.424], [-0.915, -1.309, -2.103], [-2.035, 0.073, -2.268], [-0.332, 0.264, -2.687], [-2.966, -0.161, 0.002]]
}



(B)
{
  "formula": "C5H12O2",
  "method": "ωB97M-V with the def2-TZVPD basis set",
  "multiplicity": 1,
  "orbital_gap_ha": [0.3014, 0.3012],
  "elements": ["C", "C", "O", "C", "C", "O", "C", "H", "H", "H", "H", "H", "H", "H", "H", "H", "H", "H", "H"],
  "coordinates": [[2.172, 1.325, 0.766], [2.210, -1.143, -1.015], [0.946, -0.860, -1.049], [0.082, -1.071, -0.096], [-1.310, -0.652, -0.349], [-1.751, 0.323, 0.579], [-3.091, 0.657, 0.330], [2.526, 1.504, 1.780], [2.172, 2.252, 0.188], [2.877, 0.655, 0.269], [2.626, -1.551, -0.101], [2.726, -1.076, -1.958], [0.383, -1.760, 0.687], [1.154, 0.906, 0.816], [-1.376, -0.245, -1.370], [-1.986, -1.524, -0.285], [-3.744, -0.230, 0.386], [-3.223, 1.105, -0.669], [-3.392, 1.380, 1.090]]
}



Which structure is the least stable? The one labeled (B).